Entry from OMol25: a cluster of 2 separate species, C3H6N2O in total in a non-equilibrium geometry (ωB97M-V with the def2-TZVPD basis set).

The geometry in XYZ format:
```
12
Properties=species:S:1:pos:R:3:forces:R:3
O -1.1988 -1.4301 -0.3874 -3.772 -1.563 4.638
N 0.9262 1.3226 -0.1893 0.651 -0.246 1.727
N 1.7071 0.2835 0.4444 -0.768 2.385 -0.673
C -0.2383 0.6802 -0.7466 -0.609 1.635 0.746
C -0.5382 -0.3359 0.3131 2.362 -3.593 -2.770
C 0.8643 -0.5662 0.8351 1.255 -2.237 -0.533
H -1.1716 1.2541 -0.5041 0.864 0.549 -2.109
H 1.4925 1.8468 -0.8008 0.662 0.430 -0.800
H -2.1949 -1.7814 0.5697 4.164 1.075 -4.290
H 0.1193 0.3348 -1.7659 -1.808 -0.220 0.980
H 1.4094 -1.4541 1.1629 -1.091 -0.215 0.620
H -1.1770 -0.1543 1.0690 -1.910 2.001 2.465
```
Forces are in eV/Å.

Its gap between HOMO and LUMO is 0.3097 hartree. For the HOMO energy, the calculation gives -0.326 Eh. Its calculated total energy is -302.478183 a.u.

Atom charges from the natural (NBO) analysis, given in e for atoms 1 to 4: -0.65, -0.49, -0.20, -0.28

---

Entry from OMol25: the molecule C3H6N2O (ωB97M-V with the def2-TZVPD basis set).

The geometry in XYZ format:
```
12
Properties=species:S:1:pos:R:3:forces:R:3
O 2.5571 -0.2484 -0.4426 -0.338 0.034 0.028
N 0.4705 -1.1655 0.0105 0.191 -0.030 0.010
N 0.5954 0.9891 -0.4506 0.203 0.027 -0.027
C -0.7846 0.8296 -0.0508 -0.152 -0.003 0.041
C -0.8551 -0.6752 0.3360 -0.169 0.023 0.038
C 1.3544 -0.1478 -0.3038 0.026 0.007 -0.002
H -1.0411 1.4706 0.8013 0.041 -0.094 -0.124
H -1.4768 1.0644 -0.8675 0.121 -0.059 0.098
H -1.6234 -1.1965 -0.2449 0.103 0.085 0.104
H -1.0910 -0.8010 1.4003 0.057 0.036 -0.167
H 0.8530 -1.9919 0.4393 -0.034 0.088 -0.051
H 1.0417 1.8724 -0.6271 -0.048 -0.115 0.052
```
Forces are in eV/Å.

Its gap between HOMO and LUMO is 0.3753 hartree. For the HOMO energy, the calculation gives -0.342 Eh. Its calculated total energy is -302.691085 a.u.

Atom charges from the natural (NBO) analysis, given in e for atoms 1 to 4: -0.64, -0.64, -0.64, -0.21

---

Entry from OMol25: the molecule C3H6N2O (ωB97M-V with the def2-TZVPD basis set).

The geometry in XYZ format:
```
12
Properties=species:S:1:pos:R:3:forces:R:3
O -1.9274 0.4164 -1.2082 0.160 -0.075 0.288
N 1.0466 -0.4708 0.6890 0.083 -0.166 0.184
N -1.3666 0.8440 0.9595 -0.020 0.098 -0.055
C 0.0156 -0.6466 -0.3274 -0.149 -0.093 -0.143
C -1.1892 0.2616 -0.2514 -0.041 -0.011 -0.096
C 1.3418 -0.1045 -0.6957 0.133 0.102 -0.207
H -0.6523 0.7423 1.6648 -0.065 0.027 -0.135
H 1.4761 -1.3583 0.9310 -0.052 0.093 -0.021
H -0.2247 -1.6502 -0.6707 0.026 0.148 0.014
H -2.1017 1.5252 1.0636 0.094 -0.084 -0.009
H 1.4549 0.9601 -0.8844 -0.043 -0.155 0.075
H 2.0044 -0.7464 -1.2728 -0.125 0.117 0.103
```
Forces are in eV/Å.

Its gap between HOMO and LUMO is 0.3930 hartree. For the HOMO energy, the calculation gives -0.357 Eh. Its calculated total energy is -302.649317 a.u.

Atom charges from the natural (NBO) analysis, given in e for atoms 1 to 4: -0.61, -0.61, -0.82, -0.18

---

Entry from OMol25: a cluster of 2 separate species, C3H6N2O in total (ωB97M-V with the def2-TZVPD basis set).

The geometry in XYZ format:
```
12
Properties=species:S:1:pos:R:3:forces:R:3
O -0.1826 2.7777 -0.8353 -0.021 -0.011 -0.012
N -1.1318 0.8222 0.0362 0.003 0.363 0.027
N 0.8927 0.7027 -0.7219 -0.097 0.276 -0.243
C -0.6870 -0.4646 0.2819 0.152 0.037 -0.119
C -0.1459 1.5970 -0.5515 -0.058 0.075 -0.023
C 0.5693 -0.5454 -0.2191 -0.228 0.085 -0.308
H -2.0499 1.1736 0.2417 0.132 0.112 0.066
H 1.8123 0.9873 -1.0108 -0.157 0.059 -0.104
H -1.3053 -1.1406 0.8559 0.242 -0.026 -0.404
H 1.2119 -1.3817 -0.4354 -0.041 0.215 0.345
H 0.7240 -1.9920 1.3192 -0.231 -0.842 0.288
H 0.2923 -2.5363 1.0390 0.303 -0.344 0.486
```
Forces are in eV/Å.

Its gap between HOMO and LUMO is 0.3308 hartree. For the HOMO energy, the calculation gives -0.298 Eh. Its calculated total energy is -302.632680 a.u.

Atom charges from the natural (NBO) analysis, given in e for atoms 1 to 4: -0.65, -0.60, -0.60, -0.09

---

Entry from OMol25: the molecule C3H6N2O in a non-equilibrium geometry (ωB97M-V with the def2-TZVPD basis set).

The geometry in XYZ format:
```
12
Properties=species:S:1:pos:R:3:forces:R:3
O -1.3976 1.9579 -0.7635 0.151 -0.019 0.081
N -0.8914 0.1887 0.6833 -0.890 -0.018 -0.328
N 0.4752 0.5750 -1.0006 -0.292 0.179 -0.027
C -0.6958 1.0337 -0.4194 -0.336 0.072 0.080
C -0.1649 -1.0578 0.4155 -0.169 -0.009 0.168
C 1.0730 -0.2905 0.0049 -0.090 -0.114 0.058
H -0.6647 -1.6170 -0.3864 0.299 -0.106 0.107
H 0.9966 1.1507 -1.6457 -0.151 0.069 0.354
H 1.0183 0.3137 0.9689 2.386 -0.507 -0.857
H -1.7124 0.2740 1.2480 -0.467 -0.114 -0.280
H 1.9362 -0.8411 -0.3921 -0.152 0.317 0.596
H 0.0275 -1.6872 1.2870 -0.290 0.249 0.047
```
Forces are in eV/Å.

Its gap between HOMO and LUMO is 0.3830 hartree. For the HOMO energy, the calculation gives -0.348 Eh. Its calculated total energy is -302.655213 a.u.

Atom charges from the natural (NBO) analysis, given in e for atoms 1 to 4: -0.62, -0.67, -0.65, 0.77

---

Entry from OMol25: the molecule C3H6N2O in a non-equilibrium geometry (ωB97M-V with the def2-TZVPD basis set).

The geometry in XYZ format:
```
12
Properties=species:S:1:pos:R:3:forces:R:3
O -2.0294 -0.2317 0.1947 -0.149 -0.004 0.088
N 0.4854 0.9163 1.0649 0.083 0.125 -0.087
N 2.4967 -0.7510 -1.2410 -0.892 0.213 0.653
C 0.4161 -0.3407 0.3262 -0.080 -0.160 -0.022
C -0.8518 -0.4037 -0.5450 0.263 -0.105 -0.237
C 1.5818 -0.5687 -0.5562 0.781 -0.157 -0.563
H -0.9174 -1.3894 -1.0098 0.076 0.070 0.026
H 1.4318 1.2740 1.1026 -0.031 -0.064 0.118
H -0.7476 0.3375 -1.3510 -0.090 -0.043 0.098
H 0.3944 -1.1750 1.0384 -0.042 0.099 -0.075
H -0.0770 1.6305 0.6178 0.082 0.013 -0.082
H -2.1830 0.7019 0.3585 -0.001 0.013 0.083
```
Forces are in eV/Å.

Its gap between HOMO and LUMO is 0.3998 hartree. For the HOMO energy, the calculation gives -0.379 Eh. Its calculated total energy is -302.636219 a.u.

Atom charges from the natural (NBO) analysis, given in e for atoms 1 to 4: -0.70, -0.81, -0.31, -0.18

---

Entry from OMol25: the molecule C3H6N2O (ωB97M-V with the def2-TZVPD basis set).

The geometry in XYZ format:
```
12
Properties=species:S:1:pos:R:3:forces:R:3
O 1.7137 -1.2348 -1.9072 -0.627 0.453 -0.015
N -0.2508 0.1008 -1.6956 0.500 -0.328 -0.083
N 0.8994 -0.2618 0.7137 0.190 0.042 0.289
C -0.8624 0.7256 -0.5444 -0.081 0.107 0.192
C -0.5379 -0.0916 0.7110 -0.230 0.007 -0.054
C 0.7748 -0.5678 -1.6747 0.101 -0.128 -0.398
H 1.4007 0.5826 0.9583 -0.032 -0.103 0.106
H -1.0089 -1.0762 0.6070 0.114 0.130 0.074
H -0.9536 0.3877 1.6110 0.076 -0.015 -0.184
H -0.4720 1.7472 -0.4251 -0.046 -0.142 -0.073
H -1.9404 0.8160 -0.7127 0.182 -0.098 0.067
H 1.2636 -1.0510 1.2267 -0.149 0.075 0.078
```
Forces are in eV/Å.

Its gap between HOMO and LUMO is 0.3848 hartree. For the HOMO energy, the calculation gives -0.354 Eh. Its calculated total energy is -302.660091 a.u.

Atom charges from the natural (NBO) analysis, given in e for atoms 1 to 4: -0.53, -0.58, -0.84, -0.22

---

Entry from OMol25: the molecule C3H6N2O in a non-equilibrium geometry (ωB97M-V with the def2-TZVPD basis set).

The geometry in XYZ format:
```
12
Properties=species:S:1:pos:R:3:forces:R:3
O -0.0980 -0.6613 -1.8979 0.110 -0.225 -0.150
N 0.5079 0.7918 1.4392 -0.017 -0.055 0.083
N -1.7033 -1.6376 0.4026 0.211 1.078 0.220
C 0.6663 0.0474 -0.9597 0.186 0.148 0.141
C -1.1896 -0.5993 0.3738 -0.444 -0.957 0.223
C -0.2311 0.5262 0.2194 -0.116 -0.047 -0.161
H 0.8238 -0.0842 1.8484 0.075 0.154 -0.066
H -0.7488 1.4423 -0.0822 -0.081 -0.263 0.039
H -0.1024 1.2281 2.1254 0.170 -0.011 -0.108
H -0.5180 -1.4024 -1.4265 0.150 0.168 -0.459
H 1.4961 -0.5537 -0.5566 -0.165 0.051 0.024
H 1.0972 0.9026 -1.4860 -0.079 -0.040 0.214
```
Forces are in eV/Å.

Its gap between HOMO and LUMO is 0.4140 hartree. For the HOMO energy, the calculation gives -0.386 Eh. Its calculated total energy is -302.635491 a.u.

Atom charges from the natural (NBO) analysis, given in e for atoms 1 to 4: -0.71, -0.80, -0.35, -0.05

---

Entry from OMol25: a structure of composition C3H6N2O in a non-equilibrium geometry (ωB97M-V with the def2-TZVPD basis set).

The geometry in XYZ format:
```
12
Properties=species:S:1:pos:R:3:forces:R:3
O -0.6816 0.6704 0.1675 2.823 -2.896 -0.520
N -3.2287 -0.9784 -0.2616 -0.381 -0.168 -0.646
N 0.3907 -0.2379 0.6140 0.905 0.085 2.661
C -2.3481 -0.6689 -0.9384 2.782 0.804 0.929
C 1.6503 0.4665 0.7740 -0.413 0.353 0.113
C -0.7466 -0.1110 -0.9929 -6.616 1.196 -3.929
H 2.3974 -0.2520 1.1087 -0.041 -0.045 -0.012
H 0.0489 -0.6375 1.4863 0.135 0.305 0.053
H 1.5891 1.2910 1.4889 0.094 0.053 -0.007
H 1.9408 0.8567 -0.2008 0.122 0.015 0.039
H -0.2427 -0.9860 -1.4124 0.633 0.173 1.487
H -0.7695 0.5872 -1.8333 -0.043 0.125 -0.168
```
Forces are in eV/Å.

Its gap between HOMO and LUMO is 0.3905 hartree. For the HOMO energy, the calculation gives -0.365 Eh. Its calculated total energy is -302.494221 a.u.

Atom charges from the natural (NBO) analysis, given in e for atoms 1 to 4: -0.38, -0.36, -0.35, 0.20

---

Entry from OMol25: the molecule C3H6N2O in a non-equilibrium geometry (ωB97M-V with the def2-TZVPD basis set).

The geometry in XYZ format:
```
12
Properties=species:S:1:pos:R:3:forces:R:3
O -0.6243 -1.2642 -0.1643 0.488 -0.544 0.752
N 1.5342 -0.4026 0.7280 0.403 0.445 -0.364
N -0.7850 1.1868 -0.2161 -0.273 0.176 0.251
C -0.9510 -0.0600 0.4440 0.811 0.425 1.028
C 0.2301 -0.7503 1.0160 -1.215 -0.177 -0.927
C -0.5653 1.2120 -1.4527 0.183 -0.165 -0.292
H -0.4494 0.3135 -2.0635 -0.099 -0.047 0.035
H 1.6118 0.0879 -0.1593 0.100 -0.067 0.281
H -1.8446 -0.0483 1.0712 -0.056 -0.030 -0.255
H -0.4683 2.1764 -1.9345 0.047 0.123 -0.101
H 2.1916 -1.1712 0.7711 -0.175 0.057 -0.019
H 0.1203 -1.2799 1.9603 -0.214 -0.197 -0.388
```
Forces are in eV/Å.

Its gap between HOMO and LUMO is 0.3848 hartree. For the HOMO energy, the calculation gives -0.345 Eh. Its calculated total energy is -302.597409 a.u.

Atom charges from the natural (NBO) analysis, given in e for atoms 1 to 4: -0.55, -0.82, -0.41, 0.17

---

Entry from OMol25: the molecule C3H6N2O in a non-equilibrium geometry (ωB97M-V with the def2-TZVPD basis set).

The geometry in XYZ format:
```
12
Properties=species:S:1:pos:R:3:forces:R:3
O -1.3032 -0.0669 1.7205 -0.780 -0.367 -0.198
N 2.2031 0.5577 -1.2362 4.123 -1.844 -0.413
N 1.0107 0.9912 -0.8445 -2.258 -2.339 3.569
C -1.8524 -0.8238 0.6066 2.020 -0.415 0.193
C 0.3730 0.2107 -0.0012 0.038 -0.628 -1.350
C -1.0453 0.4260 0.4260 0.174 0.434 -1.137
H -1.3233 -1.8002 0.4330 -0.253 1.060 0.157
H 0.6861 -0.8614 0.3283 0.355 1.911 -0.600
H -2.9028 -0.9909 0.5050 -0.695 0.825 0.146
H 2.8553 1.3448 -1.1502 -0.165 -0.671 -0.449
H 2.7328 -0.4150 -0.8884 -2.422 3.155 -0.501
H -1.4340 1.4277 0.1012 -0.137 -1.120 0.582
```
Forces are in eV/Å.

Its gap between HOMO and LUMO is 0.3612 hartree. For the HOMO energy, the calculation gives -0.321 Eh. Its calculated total energy is -302.536857 a.u.

Atom charges from the natural (NBO) analysis, given in e for atoms 1 to 4: -0.48, -0.63, -0.20, -0.12

---

Entry from OMol25: the molecule C3H6N2O in a non-equilibrium geometry (ωB97M-V with the def2-TZVPD basis set).

The geometry in XYZ format:
```
12
Properties=species:S:1:pos:R:3:forces:R:3
O -1.7965 -0.4377 -0.5612 -0.075 0.095 0.258
N 0.1990 2.1499 -1.3939 -0.338 -0.968 -0.306
N 0.4505 0.2971 1.1668 0.211 0.058 0.018
C 0.5258 -0.7232 0.1249 0.018 -0.178 -0.093
C -0.1237 1.0392 -1.3711 0.270 1.008 0.001
C -0.4661 -0.3576 -0.9883 0.230 -0.026 -0.093
H 1.1769 0.1416 1.8569 -0.213 -0.059 0.081
H -1.8223 -0.0113 0.3106 -0.090 -0.073 -0.087
H 1.5249 -0.8674 -0.3156 -0.144 0.111 0.046
H -0.3549 -1.0297 -1.8442 0.017 0.150 0.118
H 0.1922 -1.6830 0.5355 0.092 0.129 -0.058
H 0.6355 1.2190 0.7684 0.022 -0.247 0.113
```
Forces are in eV/Å.

Its gap between HOMO and LUMO is 0.4061 hartree. For the HOMO energy, the calculation gives -0.375 Eh. Its calculated total energy is -302.640733 a.u.

Atom charges from the natural (NBO) analysis, given in e for atoms 1 to 4: -0.68, -0.33, -0.86, -0.23

---

Result set for relative energy (zero: lowest compared OMol25 entry of this formula, charge and spin): 134.86 1.26 27.47 37.91 23.77 35.69 20.71 36.15 124.80 60.05 98.04 32.86 kcal/mol, one per record in the order listed.